No. 1
ORCA calculation (the ωB97M-V functional and the def2-TZVPD basis) on 4 unconnected molecules or ions with the total composition C33H46N3O7.

```
89
C33H46N3O7 (the ωB97M-V functional and the def2-TZVPD basis)
C -0.88383 4.91677 -4.81678
H -3.27304 1.15925 1.43766
O -0.20463 5.26194 -1.36350
H -5.08933 5.20835 6.06858
H -0.81204 2.45758 2.52019
C -2.76882 1.50495 2.34260
C -5.71925 2.48833 7.11302
C 1.38688 -4.33426 -3.01696
H -2.95688 0.75058 3.11101
H -0.78566 0.69640 2.37928
H 1.13740 6.68196 -2.74365
H -2.78630 2.66733 4.82210
H 1.91701 -8.80015 1.22108
H 5.49573 -1.87404 -0.82075
H 0.95934 2.88586 -0.94726
H -1.63632 4.14419 -4.77352
H -4.97374 2.35974 5.08195
H 0.85982 -5.06078 -3.61685
C 6.23306 -1.11064 -0.57350
C 0.02613 -9.82224 1.28346
C -1.12560 -10.02077 -0.82199
C 1.06272 -9.14737 0.65997
C 2.93713 -3.79166 -1.26048
H 0.81190 6.85451 -7.01117
H -0.86093 2.80240 0.28884
C 3.94792 1.80428 -0.89217
C -0.48113 5.45514 -6.02803
C -4.48403 4.33201 5.82755
H 3.62525 -4.11347 -0.48925
C -2.87151 3.42647 4.03918
C 0.98052 -8.92065 -0.70072
H -5.44396 1.43765 7.15633
H -4.32339 5.02430 3.76831
H 7.16690 -1.33581 -1.09238
C -0.09571 -9.34562 -1.45621
C 0.68589 6.35426 -3.66760
C -1.26882 1.60556 2.02080
O 0.13265 -1.36358 -4.47738
C -1.06625 -10.25700 0.54491
C 0.49809 6.43886 -6.06248
H 3.25324 -1.68989 -0.89285
O -1.55424 3.93526 -2.38869
H -4.51209 2.64886 2.86317
H 1.85389 7.64137 -4.91262
O -0.30904 -3.41966 -4.91390
C 2.26400 -4.73880 -2.02486
H 6.49317 1.01411 -0.84080
C 1.19850 -2.97834 -3.22593
H 2.82667 3.13148 0.36527
C 1.85615 -2.02389 -2.47226
H -3.77079 4.18728 6.64210
H 0.87352 0.69091 0.99883
H -6.35412 3.44106 5.30620
H 6.42284 -1.11732 0.49891
C 0.37071 1.06083 0.10624
C -3.43648 2.81556 2.76096
H -0.12999 -9.14943 -2.51712
C 2.73333 -2.43675 -1.48191
H 0.12216 0.19722 -0.51544
N -0.72062 4.81677 -2.36595
H -1.78402 1.33934 -0.07190
H -1.87629 -10.77861 1.03724
C 5.72154 0.24623 -1.02731
C -5.40724 3.11236 5.73389
H -2.98301 5.43141 4.79516
C 2.74656 2.10279 -0.00759
O 3.01179 -7.83745 -0.68546
H -6.78687 2.54413 7.32607
C 1.08260 6.88404 -4.88471
H -1.97741 -10.35833 -1.39585
H 5.53046 0.24575 -2.11168
O 1.96135 -7.97485 -2.55614
H -1.85460 3.75677 3.83227
H 2.78238 1.45087 0.87609
C 1.37187 1.90687 -0.70225
H -3.30998 3.54712 1.95736
N 2.07054 -8.18889 -1.36572
H 1.70770 -0.96643 -2.64471
C -3.68140 4.62609 4.55712
N 0.27099 -2.55097 -4.28529
H 1.61437 1.41321 -1.64203
H 4.71102 2.58671 -0.73282
O 4.55036 0.55393 -0.35958
H -0.92932 5.10124 -6.94632
H 2.42194 -5.79151 -1.85328
H 0.07013 -10.00443 2.34823
C -0.95604 1.73980 0.51176
H -5.21858 3.03378 7.91089
C -0.29484 5.38177 -3.65697
```

## Properties
LUMO energy	0.74	eV
total charge	-1
gap between HOMO and LUMO	1.9	eV
HOMO level	-1.19	eV

---

No. 2
ORCA calculation (the ωB97M-V functional and the def2-TZVPD basis) on 2 unconnected molecules or ions with the total composition HI3P2 in a non-equilibrium geometry.

```
6
HI3P2 (the ωB97M-V functional and the def2-TZVPD basis)
I -0.31148 -2.56821 0.52682
I -0.26165 2.98310 0.09574
H -1.92956 -0.29460 -0.35724
P -0.40949 -0.40392 -0.63064
I 2.99656 -0.49978 -0.75360
P -0.08438 0.78340 1.11892
```

## Properties
LUMO energy (spin up / spin down)	-3.68 / -3.68	eV
energy relative to the best compared isomer or geometry (same formula, charge and spin)	267.8	kJ/mol
gap between HOMO and LUMO (spin up / spin down)	4.8 / 4.8	eV
HOMO level (spin up / spin down)	-8.49 / -8.50	eV

---

No. 3
ORCA calculation (the ωB97M-V functional and the def2-TZVPD basis) on a molecular structure, C53H47CdF4N6SbSe.

```
113
C53H47CdF4N6SbSe (the ωB97M-V functional and the def2-TZVPD basis)
F -2.65429 -0.45910 -0.66397
C 2.63423 -2.71121 1.29604
H 2.27252 -3.11693 -5.33118
C 0.27668 2.78989 -3.50763
C 1.69294 -4.74962 -4.08860
H -2.37020 -6.02368 -0.76114
C 1.63523 4.97475 -0.36961
H 0.37700 -1.52520 -6.31715
C 0.95183 -2.46523 -3.77195
H -1.83161 0.63257 -2.59130
C -0.24324 -1.45782 7.21443
C -3.87532 -2.89266 -3.70322
C -1.67212 1.69107 -2.37771
H -2.04626 1.88961 -1.37283
C 4.31859 -2.63627 -0.40321
H 3.54605 2.67041 2.96765
H 0.04438 0.15348 -5.84323
C 1.71637 3.43119 3.83124
C -0.72731 5.02383 0.09271
C -4.36596 -1.35238 -1.95992
H 3.51722 2.77473 -2.58107
H 5.09128 -3.12096 -0.98991
C -0.26200 -0.15319 1.93749
F -0.47700 -3.12826 8.87255
H 2.03470 3.63395 -4.40265
C 0.01676 7.43224 -2.65525
H -1.82303 -3.41617 -3.96322
H 4.55863 -0.70387 -1.32781
H 0.90313 -2.93016 2.52245
H 2.80201 -1.20413 -5.45803
N 0.58425 1.55217 -1.48322
C -1.78677 -3.67295 1.76036
H -0.41820 -5.59869 0.82105
N -0.13063 8.20660 -3.49820
H -1.50273 -2.45652 4.23303
H -1.58891 4.70909 0.65553
C -2.01984 -2.02459 -2.33465
H 2.62622 4.60851 -0.13659
H -1.87244 6.39788 -1.06594
H 2.42789 -3.29230 3.33855
C -4.81982 -2.16410 -2.99268
C 2.45468 2.56440 -2.58258
H 0.61699 -6.33671 -0.41950
C -0.94928 -2.22116 6.29105
N -1.47582 -2.77924 1.07971
H 2.11292 3.61528 4.82174
Cd -0.28600 -0.86181 -0.03793
H -2.35906 3.58733 2.07004
H -1.49160 -3.09974 6.61662
N 0.71569 3.45779 1.28045
C 0.93817 -5.13383 -2.99519
C 2.01820 2.88744 1.49811
C 1.46823 5.95503 -1.31364
C 0.16819 -4.21825 -2.28550
C 0.97113 -1.04379 -4.28314
H 1.00548 -4.73156 0.21834
H -2.41162 -5.25922 -2.35711
H -5.04455 -0.75848 -1.35830
F -1.29383 -1.17511 9.32065
C -0.67921 -4.73821 -1.14352
C 0.18673 -5.39241 -0.06639
F 0.85095 -1.46599 9.31346
C -0.95267 -1.86067 4.95488
C 3.64451 -3.34552 0.57903
C 0.47296 -0.34338 6.79308
H 3.05614 -0.69232 -3.77773
C 0.16708 -2.85290 -2.66514
H -2.24430 2.27596 -3.09855
H 1.03243 0.24054 7.51439
H 3.88223 -4.38386 0.78077
C 1.69065 -3.42018 -4.46706
N 2.31431 -1.43118 1.05946
H 0.59466 -0.40524 -3.49006
C -1.75716 -5.72042 -1.61528
H 2.39336 0.43683 -4.96420
H -4.19161 -3.53212 -4.51979
Se -2.24008 -5.05885 2.79798
H -0.37648 3.25550 4.44277
H 1.74476 -4.46422 2.20102
C -0.21249 2.01763 -2.46120
H 2.26966 -5.48042 -4.64531
C 0.54019 4.44251 0.35524
H -1.93537 2.08873 2.89921
C -3.02678 -1.29563 -1.67109
H -0.40307 3.19081 -4.25080
C -0.21741 3.24388 2.35831
C -0.28313 -0.37207 3.13165
C 0.47865 0.01524 5.45595
N -0.69672 -1.92123 -2.00039
C 0.30074 3.36265 3.59849
H -1.18205 -3.89667 -0.68950
H -1.30936 -6.61938 -2.05629
C -1.63081 2.76932 2.10488
C -0.88741 5.98980 -0.87343
C 1.89397 1.85660 -1.51919
C 4.01422 -1.29926 -0.60269
C 0.19719 6.46851 -1.61603
C 2.51796 2.99018 2.79267
H 2.33115 6.35337 -1.83473
H 0.92217 -6.17800 -2.69623
C -0.28665 -1.80714 8.66069
C -0.25120 -0.72620 4.51721
C 0.04315 -0.88486 -5.49311
H -0.98180 -1.16222 -5.23615
C 2.39214 -0.60202 -4.64092
C 3.00047 -0.71151 0.15735
H -1.68694 2.21053 1.16903
C 1.63296 3.04534 -3.58462
H -5.87547 -2.23092 -3.22238
H 1.04655 0.87067 5.11332
Sb 3.12103 1.54491 0.23453
C 1.87797 -3.40009 2.39849
C -2.52626 -2.82671 -3.38996
```

## Properties
LUMO energy	3.98	eV
total charge	-2
gap between HOMO and LUMO	5.2	eV
HOMO level	-1.26	eV

---

no.,calculated total energy (a.u.)
1,-1975.63166
2,-1576.33950
3,-5585.24529